Here is a cluster of 9 separate species, C53H124N8O9 in total at a distorted geometry from the Open Molecules 2025 dataset. Energies are from ωB97M-V/def2-TZVPD.

The geometry in XYZ format:
```
194
Properties=species:S:1:pos:R:3:forces:R:3:mulliken_charge:R:1
C 0.714796 -4.266362 -2.051683 -0.508 -0.311 -1.267 0.19
O 0.997909 -3.297725 -3.055497 0.482 1.084 0.497 -0.50
H 0.267548 -3.758764 -1.200656 0.219 0.133 -0.022 -0.49
H -0.051347 -4.902782 -2.503124 0.019 -0.494 0.551 0.42
H 1.587187 -4.849586 -1.753807 0.013 0.027 0.077 0.26
H 1.362096 -3.660138 -3.866593 -0.056 -0.472 0.172 0.28
C 1.271206 -0.800274 0.464808 0.482 0.076 0.869 -1.36
C -0.134264 -0.696247 1.083011 1.662 0.279 -0.513 0.47
C -0.570509 0.756241 0.881231 -0.679 0.052 -0.131 -1.13
O -0.522749 1.067504 -0.496041 0.042 0.134 -0.896 -0.07
C -0.729829 2.456358 -0.702020 0.054 -0.154 0.878 -0.17
N -1.073957 -1.584785 0.424394 -0.646 0.393 -0.156 -0.39
H 1.216604 -0.594364 -0.601269 0.277 -0.169 -0.021 0.06
H 1.788051 -1.731684 0.703383 -0.558 -0.433 -0.402 0.60
H 1.954932 -0.113059 0.975635 -0.152 0.513 -0.339 0.41
H 0.024059 -0.922398 2.139974 -0.678 0.063 0.161 0.23
H 0.070584 1.483857 1.388891 0.083 -0.291 0.446 0.64
H -1.616298 0.916217 1.168529 0.058 -0.068 0.449 0.15
H -0.714724 2.725234 -1.753222 -0.126 -0.353 -0.051 -0.21
H 0.065506 3.008732 -0.191680 0.058 0.152 -0.070 0.46
H -1.669209 2.762048 -0.230154 -0.178 0.054 -0.175 0.18
H -0.696019 -2.501806 0.225403 0.266 0.021 0.272 -0.22
H -1.202563 -1.147066 -0.484049 -0.317 -0.250 -0.163 0.36
C -6.837529 4.059921 2.120249 -0.221 0.524 0.404 -1.09
C -6.783418 2.711171 1.441794 1.464 -0.934 0.934 0.07
C -5.566349 2.626285 0.509850 -0.036 0.947 -0.533 0.17
O -5.778744 3.462156 -0.627369 -0.267 0.142 0.361 -0.44
C -4.690280 3.450390 -1.503210 -0.271 -0.857 -0.757 -0.67
N -6.588830 1.707866 2.511771 -0.364 0.369 0.040 -0.73
H -7.723080 4.125417 2.754427 -0.328 0.249 -0.474 0.44
H -6.723419 4.876686 1.406921 -0.489 0.047 -0.035 0.29
H -6.047452 4.237292 2.857035 0.362 -0.582 -0.260 -0.04
H -7.717291 2.452451 0.944496 0.093 0.265 -0.330 0.41
H -5.301302 1.593200 0.255104 -0.401 -0.117 -0.379 0.38
H -4.654748 3.029407 0.973582 -0.134 -0.112 0.644 -0.18
H -3.718024 3.628591 -1.033085 -0.044 0.078 0.215 0.08
H -4.840653 4.159834 -2.316542 -0.127 0.249 0.250 0.28
H -4.693687 2.459820 -1.975996 0.546 -0.051 -0.091 0.43
H -5.702518 1.907512 2.956732 0.019 -0.106 0.123 0.16
H -6.485791 0.767873 2.152614 -0.083 0.013 -0.150 0.30
C 3.170291 -0.762724 3.881923 -0.228 -0.307 -0.377 -0.76
C 3.859827 -2.138218 3.995937 -0.725 0.310 -0.649 0.75
C 5.386530 -1.987490 3.959737 -0.365 -0.681 1.220 -0.96
O 5.779612 -1.290551 2.831844 0.424 0.474 -1.231 -0.10
C 6.897350 -0.407083 2.950158 -0.732 -0.270 0.889 -0.91
N 3.365068 -2.924495 5.124817 1.424 -0.084 -0.135 -0.69
H 2.151486 -0.888179 3.504652 0.101 -0.071 -0.381 -0.22
H 3.755771 -0.153788 3.193083 -0.291 0.253 -0.009 0.29
H 2.980261 -0.231190 4.816933 0.685 -0.158 0.268 0.37
H 3.651387 -2.722263 3.093733 -0.311 0.184 -0.133 -0.04
H 5.847277 -2.979854 3.920656 -0.030 -0.089 0.456 0.21
H 5.668241 -1.462003 4.881864 0.327 -0.034 0.035 0.60
H 7.730396 -0.626103 2.282938 -0.368 -0.139 -0.428 0.23
H 7.309987 -0.498164 3.958008 -0.018 0.275 0.068 0.40
H 6.471815 0.584712 2.798872 0.560 0.243 -0.086 0.32
H 2.357980 -2.951844 5.168329 -0.007 0.210 0.069 0.25
H 3.765595 -2.513513 5.959054 -0.476 -0.136 0.333 0.28
C -2.329194 1.910433 5.499525 1.159 -0.084 0.641 -1.50
C -3.499325 1.414096 4.679789 0.701 -1.549 -0.153 1.50
C -3.121028 0.272599 3.716225 -0.266 -0.017 0.069 -0.45
O -4.322669 -0.031936 2.991692 0.888 0.742 0.122 -0.22
C -4.128059 -0.918886 1.922801 -0.591 -0.149 -0.204 -0.64
N -4.514614 0.849613 5.594422 -0.010 0.823 -0.753 -0.78
H -2.592182 2.510116 6.372491 -0.502 0.355 -0.385 0.39
H -1.521887 2.420639 4.968111 -0.347 0.230 -0.361 0.31
H -1.799041 1.096021 6.005537 -0.293 -0.456 -0.290 0.37
H -3.859379 2.141182 3.943688 -0.260 0.542 0.537 -0.60
H -2.831717 -0.669705 4.194659 0.270 0.192 0.451 0.52
H -2.290533 0.590951 3.081424 -0.160 -0.007 -0.262 -0.21
H -5.138055 -1.252978 1.675582 0.154 -0.494 -0.005 0.37
H -3.463095 -1.732762 2.218212 -0.119 -0.200 -0.192 0.27
H -3.746957 -0.462264 1.004466 0.362 0.248 0.216 0.16
H -5.264346 1.533666 5.592816 -0.314 -0.274 0.420 0.32
H -4.872037 0.049303 5.085864 -0.508 -0.031 0.267 0.36
C 5.621330 -2.900942 -4.895036 -0.362 -0.218 0.025 -1.61
C 6.192797 -3.034726 -3.468711 -0.322 -1.197 -1.269 1.04
C 7.093353 -1.853337 -3.270290 1.789 -0.049 0.168 -1.04
C 7.710272 -1.760051 -1.879759 -1.492 0.337 0.113 -0.90
C 6.475806 -1.595137 -0.956062 2.086 -0.672 -0.030 -0.85
C 5.444340 -2.734049 -1.115139 -1.531 1.081 0.010 2.39
N 5.080636 -2.940735 -2.533661 3.461 2.358 0.181 1.27
O 4.135256 -3.885785 -2.725295 -1.564 -1.305 0.104 -0.63
C 5.835352 -3.987820 -0.316201 -0.156 -0.252 0.210 -1.83
C 4.143085 -2.107290 -0.572598 -0.159 -0.114 2.416 -2.52
C 6.995694 -4.380837 -3.502724 0.013 0.830 -0.482 -1.73
H 4.897927 -2.085248 -4.942245 -0.087 -0.046 0.057 0.09
H 5.141834 -3.839391 -5.175560 -0.221 0.135 -0.081 0.42
H 6.386352 -2.701532 -5.646332 0.212 -0.011 0.196 0.43
H 7.923203 -1.900833 -3.981959 -0.231 -0.131 -0.328 0.51
H 6.551830 -0.929228 -3.485432 -0.102 0.017 0.115 0.12
H 8.378042 -0.897251 -1.864060 -0.099 0.092 0.320 0.46
H 8.282873 -2.609293 -1.503803 0.048 -0.263 -0.616 0.36
H 6.101901 -0.584716 -1.115083 -0.506 -0.163 0.147 0.51
H 6.911311 -1.705446 0.039793 -0.679 0.411 0.374 -0.01
H 5.992962 -3.763488 0.741241 -0.002 0.350 -0.042 0.26
H 5.043536 -4.739247 -0.317027 -0.102 0.086 -0.303 0.38
H 6.739103 -4.492933 -0.656747 0.034 0.212 -0.211 0.30
H 3.757868 -1.220806 -1.071101 0.189 -0.317 -0.732 0.15
H 3.337282 -2.810838 -0.345765 -0.028 -0.254 -0.705 0.58
H 4.300026 -1.711354 0.441137 0.460 -0.094 0.082 0.37
H 6.356402 -5.219572 -3.775410 -0.130 -0.027 0.401 0.35
H 7.618401 -4.595483 -2.637044 -0.195 -0.021 0.098 0.32
H 7.659222 -4.246160 -4.361049 0.235 -0.200 0.095 0.46
H 3.356113 -3.325470 -2.619552 -0.613 -0.530 -0.282 0.33
C 2.122748 2.160867 -2.103074 0.231 -0.746 -0.670 -0.88
C 2.112338 1.549673 -3.516901 0.263 0.440 -0.413 2.43
C 0.677284 1.251148 -4.049936 0.710 0.425 -0.391 -1.32
C -0.053071 2.477599 -4.603105 -0.341 -0.623 1.596 -0.11
C 0.762048 3.127388 -5.668151 0.356 0.977 -0.150 -1.47
C 2.181523 3.525187 -5.180610 -0.069 0.662 -0.888 1.38
N 2.839485 2.392308 -4.498496 -0.919 -0.149 -0.976 0.51
O 4.125437 2.761545 -4.026223 -0.230 0.306 0.211 -0.52
C 3.023396 3.869775 -6.443038 0.299 -0.620 0.472 -1.99
C 2.020051 4.821334 -4.334737 0.556 -0.680 -0.069 -1.26
C 2.890835 0.245747 -3.493551 1.112 -0.330 0.150 -2.44
H 1.515006 3.059846 -2.074891 0.117 0.008 0.326 -0.01
H 3.165724 2.350711 -1.852410 -0.091 0.384 0.065 0.39
H 1.773947 1.387561 -1.420379 -0.308 0.291 0.194 -0.06
H 0.759512 0.593902 -4.919211 0.122 -0.516 0.347 0.47
H 0.165408 0.776400 -3.211987 -0.273 -0.180 -0.242 0.36
H -0.228992 3.126607 -3.738810 0.103 0.499 -0.274 -0.24
H -1.062710 2.214348 -4.925054 0.092 -0.152 -0.247 0.46
H 0.302781 4.082540 -5.936386 -0.072 0.001 -0.065 0.57
H 0.768434 2.581296 -6.614103 0.265 -0.479 0.237 0.29
H 3.926178 4.394812 -6.130612 -0.009 0.117 -0.181 0.35
H 3.338803 2.940094 -6.921633 0.006 -0.081 0.096 0.46
H 2.505304 4.427028 -7.223548 -0.253 0.296 0.367 0.37
H 3.005675 5.211193 -4.077658 -0.032 -0.140 0.341 0.34
H 1.528308 5.614406 -4.897695 -0.181 -0.161 -0.085 0.45
H 1.445358 4.569738 -3.445644 0.047 0.424 0.122 0.06
H 3.023962 -0.191840 -4.485435 -0.856 -0.253 -0.022 0.65
H 2.538337 -0.447919 -2.730484 -0.351 -0.230 -0.355 -0.05
H 3.950490 0.379849 -3.245307 -0.091 0.441 0.503 0.32
H 4.689478 2.044050 -4.329712 0.058 0.076 -0.161 0.37
C -1.372487 6.127840 -0.272508 0.435 -0.390 0.653 -1.87
C -1.946287 7.477677 0.189063 0.964 0.934 0.274 2.23
C -3.265420 7.870869 -0.513088 -0.342 -1.433 -0.908 -1.75
C -4.573117 7.265360 0.067936 1.472 1.971 -0.114 0.15
C -4.548631 7.623384 1.527409 -0.920 -1.301 0.546 -1.37
C -3.350264 7.054956 2.274546 0.327 -1.004 0.781 1.44
N -2.090101 7.542860 1.682363 -2.113 1.368 -0.698 0.28
O -0.955406 7.157458 2.412888 -0.053 -0.222 -0.098 -0.43
C -3.587617 7.451473 3.749765 1.187 1.266 0.247 -2.17
C -3.380136 5.508121 2.337566 -0.185 -0.125 -0.053 -0.98
C -0.908366 8.555877 -0.189164 1.302 1.078 -0.110 -2.14
H -2.103030 5.321230 -0.206314 -0.074 0.042 -0.390 -0.03
H -0.560677 5.832078 0.399145 -0.149 0.135 0.312 0.52
H -0.844102 6.145051 -1.226664 -0.624 0.228 -0.353 0.65
H -3.294044 8.937816 -0.732546 -0.265 0.145 0.687 0.42
H -3.283950 7.427518 -1.515643 0.782 0.091 -0.140 0.48
H -4.585889 6.200564 -0.155689 -0.368 -0.013 0.162 -0.26
H -5.350366 7.830918 -0.446766 -0.430 -0.579 0.005 0.46
H -5.388510 7.151746 2.050817 -0.239 0.133 -0.111 0.43
H -4.669551 8.693228 1.700008 0.348 0.086 -0.170 0.39
H -3.711614 8.527240 3.915179 0.052 0.131 -0.436 0.49
H -4.490993 7.020513 4.175401 0.103 -0.393 -0.213 0.39
H -2.719468 7.199475 4.363333 -0.165 -0.394 0.103 0.44
H -4.202967 5.223177 2.994333 -0.234 -0.237 -0.482 0.29
H -3.450760 5.060267 1.346082 -0.327 -0.124 0.110 -0.12
H -2.514335 5.051233 2.820756 0.346 0.496 -0.081 0.38
H -0.972856 9.585035 0.184958 -1.051 -0.340 0.905 0.47
H -0.822349 8.859791 -1.237822 -0.224 -1.112 -0.389 0.44
H 0.099315 8.300726 0.149548 -0.031 -0.459 -0.166 0.38
H -0.948438 7.880584 3.047413 0.574 -0.063 0.106 0.40
C -3.964692 -9.320201 0.526772 -0.280 0.386 -0.322 -1.59
C -2.518558 -8.820703 0.733930 -0.618 -1.447 -0.772 1.19
C -1.857748 -8.490673 -0.637008 -0.075 0.689 1.282 -1.26
C -2.401640 -7.183883 -1.205236 0.033 -0.299 0.994 -1.07
C -2.131673 -6.053831 -0.189689 1.026 0.103 -1.806 -1.12
C -2.637865 -6.293706 1.223779 -2.392 0.529 0.065 2.16
N -2.397343 -7.678205 1.639720 1.533 0.028 -0.985 0.50
O -2.820761 -7.919167 2.961144 -0.102 -0.071 -0.260 -0.51
C -1.951286 -5.325244 2.181297 1.347 -0.195 0.093 -2.09
C -4.178894 -5.947943 1.255952 0.648 0.060 0.912 -1.79
C -1.746637 -10.064226 1.254615 -0.083 1.302 0.532 -1.95
H -4.329785 -9.719984 1.472558 -0.390 0.392 0.004 0.38
H -4.101564 -10.116963 -0.209312 0.692 -0.225 0.055 0.38
H -4.584873 -8.534928 0.092445 -0.266 0.108 0.612 0.33
H -0.813717 -8.349982 -0.342267 0.239 -0.076 -0.589 0.43
H -1.977587 -9.376168 -1.258369 0.067 0.144 -0.205 0.48
H -3.483201 -7.290840 -1.315653 -0.021 0.111 -0.292 0.38
H -1.972071 -6.895831 -2.164334 -0.003 -0.191 -0.063 0.38
H -2.459232 -5.167127 -0.745098 -1.076 0.318 0.982 0.43
H -1.071781 -5.769503 -0.236398 0.369 -0.852 0.574 0.41
H -0.912921 -5.657442 2.300081 0.161 0.123 -0.357 0.53
H -1.931253 -4.328721 1.738499 -0.111 0.075 0.117 0.29
H -2.261761 -5.262429 3.224299 -0.852 -0.123 -0.250 0.39
H -4.529573 -6.171011 2.266094 -0.118 -0.278 -0.074 0.45
H -4.320489 -4.868800 1.173905 0.027 -0.008 -0.433 0.38
H -4.794268 -6.491778 0.543624 0.127 0.101 -0.132 0.28
H -0.721950 -9.736404 1.441337 0.147 -0.368 -0.018 0.43
H -1.792906 -10.858801 0.513711 0.092 -0.009 0.022 0.40
H -2.184288 -10.402447 2.193894 0.049 -0.127 -0.025 0.44
H -1.975107 -7.897679 3.419976 -0.144 -0.125 0.336 0.35
```
Positions in Å, forces in eV/Å.

The molecular weight comes out at 1017.62 g mol⁻¹. As for the SMILES: CC1(C)CCCC(C)(C)N1O.CC1(C)CCCC(C)(C)N1O.CC1(C)CCCC(C)(C)N1O.CC1(C)CCCC(C)(C)N1O.COC[C@H](C)N.COC[C@H](C)N.COC[C@H](C)N.COC[C@H](C)N.CO. The calculation puts the orbital gap at 8.4868 eV.